Arrangement a

{"formula": "C7H8N2O4", "method": "ωB97M-V/def2-TZVPD", "species": ["O", "C", "C", "C", "C", "C", "C", "N", "O", "O", "H", "H", "H", "H", "H", "H", "H", "N", "C", "O", "H"], "xyz": [[-1.84, 0.32, -1.48], [-0.72, -0.24, -1.05], [-0.57, -1.62, -1.28], [0.58, -2.26, -0.73], [1.57, -1.60, -0.03], [1.39, -0.25, 0.20], [0.24, 0.41, -0.24], [0.00, 1.78, 0.08], [0.77, 2.27, 1.08], [0.42, 2.54, -1.13], [-2.13, 1.08, -1.07], [-1.26, -2.00, -1.99], [0.72, -3.38, -0.69], [2.44, -2.20, 0.41], [2.12, 0.35, 0.76], [1.80, 2.20, 0.82], [-0.36, 3.08, -1.58], [-1.13, 0.38, 2.51], [-1.46, -0.51, 1.75], [-2.14, -1.40, 1.37], [-0.44, 1.08, 2.32]], "homo_energy_ev": -9.0, "smiles": "Oc1ccccc1N(O)O.N=C=O"}

---

Arrangement b

{"formula": "C7H8N2O4", "method": "ωB97M-V/def2-TZVPD", "species": ["C", "N", "C", "O", "C", "O", "N", "C", "C", "C", "O", "C", "O", "H", "H", "H", "H", "H", "H", "H", "H"], "xyz": [[-2.45, -0.68, 0.43], [-1.03, -0.84, 0.28], [-0.50, -1.92, -0.42], [-1.05, -2.92, -0.76], [-0.25, 0.12, 1.07], [-0.63, 0.49, 2.16], [0.90, 0.57, 0.52], [1.87, 1.21, 1.44], [1.08, 0.53, -0.90], [1.86, -0.36, -1.54], [2.69, -0.84, -2.21], [0.06, 1.22, -1.70], [0.05, 1.48, -2.87], [-2.85, -0.19, -0.36], [-2.98, -1.74, 0.32], [-2.77, -0.23, 1.25], [0.61, -1.91, -0.50], [1.78, 0.86, 2.39], [2.83, 1.22, 1.15], [1.56, 2.26, 1.43], [-0.79, 1.68, -1.17]], "homo_energy_ev": -9.9, "smiles": "CN(C=O)C(=O)N(C)C(=C=O)C=O"}

---

Arrangement c

{"formula": "C7H8N2O4", "method": "ωB97M-V/def2-TZVPD", "species": ["O", "N", "C", "C", "C", "C", "C", "C", "O", "C", "H", "H", "H", "H", "H", "H", "H", "O", "N", "O", "H"], "xyz": [[1.07, 3.22, -2.52], [1.07, 2.34, -1.40], [0.57, 1.21, -1.70], [0.66, 0.14, -0.67], [1.12, 0.47, 0.60], [0.99, -0.38, 1.65], [0.33, -1.64, 1.42], [-0.20, -1.98, 0.12], [-0.79, -3.15, -0.28], [-0.13, -0.99, -0.86], [1.41, 3.97, -2.02], [0.33, 1.04, -2.80], [1.67, 1.41, 0.74], [1.50, -0.44, 2.55], [0.47, -2.29, 2.27], [-0.66, -3.77, 0.47], [-0.61, -1.23, -1.84], [-2.11, -0.56, 1.77], [-2.87, 0.25, 1.31], [-2.35, 1.27, 0.66], [-1.45, 1.10, 0.50]], "homo_energy_ev": -8.8, "smiles": "O/N=C/c1cccc(O)c1.O=NO"}

---

On energetic grounds, arrangement b is preferred over the next structure by 0.0618 hartree.

---

Arrangement a

{"formula": "C6H14O2", "method": "ωB97M-V/def2-TZVPD", "species": ["O", "C", "C", "C", "C", "C", "C", "H", "H", "H", "H", "H", "H", "H", "H", "H", "H", "H", "H", "H", "H", "O"], "xyz": [[-2.42, -1.16, -2.71], [-2.40, -0.66, -1.64], [-1.61, 0.63, -1.36], [-1.80, 1.02, 0.12], [-1.00, 0.14, 1.09], [0.41, 0.67, 1.41], [1.46, -0.42, 1.40], [-3.03, -1.05, -0.81], [-1.94, 1.43, -2.01], [-0.56, 0.39, -1.57], [-1.51, 2.07, 0.22], [-2.86, 0.95, 0.36], [-1.59, 0.01, 1.99], [-1.01, -0.90, 0.72], [0.70, 1.44, 0.69], [0.29, 1.14, 2.39], [2.45, -0.05, 1.65], [1.48, -1.00, 0.48], [1.20, -1.19, 2.13], [4.14, -1.31, -0.90], [5.27, -1.03, -1.85], [4.30, -1.11, -1.83]], "homo_energy_ev": [-13.8, -13.8], "multiplicity": 2, "charge": 1}

---

Arrangement b

{"formula": "C6H14O2", "method": "ωB97M-V/def2-TZVPD", "species": ["O", "C", "C", "C", "C", "C", "C", "H", "H", "H", "H", "H", "H", "H", "H", "H", "H", "H", "H", "H", "H", "O"], "xyz": [[-1.21, -1.30, -1.97], [-0.23, -0.69, -1.73], [0.43, -0.32, -0.46], [-0.62, -0.06, 0.69], [-0.08, -0.48, 2.04], [-1.10, 1.38, 0.63], [-1.38, 2.02, -0.75], [0.34, -0.33, -2.62], [1.11, 0.54, -0.54], [1.20, -1.12, -0.36], [-1.47, -0.66, 0.40], [-0.05, 0.31, 2.78], [-0.65, -1.29, 2.49], [0.96, -0.83, 1.93], [-0.46, 2.07, 1.19], [-2.04, 1.43, 1.17], [-2.16, 1.51, -1.31], [-1.64, 3.04, -0.53], [-0.47, 2.05, -1.30], [3.62, -2.22, -1.20], [3.07, -2.85, 0.05], [2.84, -2.20, -0.63]], "homo_energy_ev": [-15.4, -15.4], "multiplicity": 2, "charge": 1}

---

On energetic grounds, arrangement b is preferred over the next structure by 0.0129 hartree.

---

Arrangement a

{"formula": "C2H10O2Si2", "method": "ωB97M-V/def2-TZVPD", "species": ["C", "C", "O", "O", "Si", "Si", "H", "H", "H", "H", "H", "H", "H", "H", "H", "H"], "xyz": [[-0.73, 0.01, -2.13], [2.35, -1.46, -0.02], [0.56, 2.27, -0.58], [-0.70, 0.54, 0.88], [-2.06, 0.45, 1.77], [0.15, 0.66, -0.49], [-1.77, 0.27, -2.22], [-0.23, 0.18, -3.06], [-0.82, -1.11, -1.95], [2.91, -1.17, -0.85], [2.84, -1.30, 1.03], [1.94, -2.43, -0.28], [0.14, 2.77, 0.17], [-2.13, 1.66, 2.71], [-1.99, -0.80, 2.43], [-3.02, 0.74, 0.70]], "homo_energy_ev": [-7.4, -8.0]}

---

Arrangement b

{"formula": "C2H10O2Si2", "method": "ωB97M-V/def2-TZVPD", "species": ["C", "Si", "O", "Si", "C", "O", "H", "H", "H", "H", "H", "H", "H", "H", "H", "H"], "xyz": [[1.76, 0.56, -1.49], [2.00, -0.58, 0.01], [0.69, -0.11, 0.89], [-0.91, -0.28, 1.19], [-2.00, 0.89, 0.11], [-1.61, -1.75, 1.14], [1.10, 0.14, -2.21], [1.29, 1.51, -1.43], [2.66, 0.80, -2.21], [3.21, -0.70, 0.86], [1.70, -1.94, -0.62], [-0.84, 0.09, 2.58], [-2.56, 0.24, -0.65], [-2.66, 1.36, 0.72], [-1.33, 1.66, -0.39], [-2.51, -1.89, 1.49]], "homo_energy_ev": -10.0, "smiles": "C[SiH2]O[Si@@H](C)O"}

---

On energetic grounds, arrangement b is preferred over the next structure by 0.1151 hartree.

---

Arrangement a

{"formula": "C23H24N4O3", "method": "ωB97M-V/def2-TZVPD", "species": ["C", "O", "C", "C", "C", "C", "N", "C", "C", "C", "C", "C", "C", "C", "C", "C", "C", "N", "C", "C", "O", "C", "C", "O", "N", "C", "N", "C", "C", "C", "H", "H", "H", "H", "H", "H", "H", "H", "H", "H", "H", "H", "H", "H", "H", "H", "H", "H", "H", "H", "H", "H", "H", "H"], "xyz": [[2.37, -6.48, -4.81], [2.38, -6.49, -3.40], [1.93, -5.40, -2.74], [1.99, -5.46, -1.35], [1.56, -4.41, -0.57], [1.05, -3.25, -1.17], [0.60, -2.18, -0.39], [0.12, -2.28, 0.89], [-0.23, -1.05, 1.38], [-0.85, -0.77, 2.67], [-1.96, 0.06, 2.77], [-2.54, 0.32, 4.00], [-2.02, -0.25, 5.15], [-0.92, -1.09, 5.06], [-0.34, -1.35, 3.83], [0.07, -0.11, 0.34], [0.08, 1.29, 0.17], [-0.20, 2.14, 1.17], [-0.36, 3.55, 0.95], [-1.80, 3.89, 0.52], [-2.08, 5.27, 0.44], [-1.47, 5.97, -0.63], [-0.24, 6.78, -0.18], [0.22, 7.64, -1.19], [0.44, 1.80, -1.02], [0.84, 0.97, -1.97], [0.96, -0.34, -1.91], [0.57, -0.86, -0.75], [1.01, -3.18, -2.56], [1.44, -4.24, -3.34], [2.78, -7.44, -5.12], [3.00, -5.68, -5.21], [1.35, -6.37, -5.20], [2.38, -6.36, -0.89], [1.63, -4.47, 0.50], [0.00, -3.23, 1.36], [-2.40, 0.47, 1.87], [-3.41, 0.96, 4.06], [-2.47, -0.05, 6.11], [-0.52, -1.54, 5.95], [0.52, -2.00, 3.77], [-0.59, 1.75, 2.02], [-0.11, 4.10, 1.87], [0.34, 3.83, 0.15], [-2.50, 3.51, 1.27], [-2.01, 3.40, -0.44], [-2.23, 6.67, -1.00], [-1.20, 5.29, -1.44], [-0.50, 7.34, 0.73], [0.60, 6.12, 0.05], [-0.48, 8.25, -1.42], [1.12, 1.44, -2.90], [0.64, -2.29, -3.03], [1.39, -4.15, -4.41]], "homo_energy_ev": -7.7, "smiles": "COc1ccc(-n2cc(-c3ccccc3)c3c(NCCOCCO)ncnc32)cc1"}

---

Arrangement b

{"formula": "C23H24N4O3", "method": "ωB97M-V/def2-TZVPD", "species": ["C", "C", "C", "C", "N", "C", "C", "N", "C", "C", "C", "N", "C", "C", "C", "C", "N", "C", "O", "C", "C", "C", "C", "C", "C", "O", "C", "O", "C", "C", "H", "H", "H", "H", "H", "H", "H", "H", "H", "H", "H", "H", "H", "H", "H", "H", "H", "H", "H", "H", "H", "H", "H", "H"], "xyz": [[-1.65, -2.00, 0.16], [-0.53, -1.38, 0.93], [-0.70, -1.01, 2.23], [0.37, -0.39, 2.95], [0.26, -0.07, 4.27], [-0.98, -0.07, 5.00], [-1.68, 1.29, 4.83], [-0.68, 2.32, 4.57], [-1.23, 3.64, 4.68], [0.51, 2.11, 5.36], [1.23, 0.84, 4.86], [1.53, -0.16, 2.38], [1.73, -0.51, 1.10], [2.98, -0.24, 0.51], [3.22, -0.54, -0.79], [2.23, -1.15, -1.58], [2.51, -1.43, -2.93], [1.68, -1.41, -4.01], [2.05, -1.83, -5.08], [0.32, -0.82, -3.79], [-0.79, -1.51, -4.26], [-2.08, -1.02, -4.08], [-2.20, 0.19, -3.43], [-1.08, 0.90, -3.00], [0.19, 0.43, -3.16], [-1.49, 2.07, -2.41], [-2.90, 2.07, -2.48], [-3.34, 0.89, -3.12], [1.01, -1.48, -1.02], [0.73, -1.14, 0.31], [-2.55, -2.07, 0.77], [-1.38, -3.00, -0.17], [-1.88, -1.40, -0.72], [-1.65, -1.16, 2.71], [-1.63, -0.88, 4.70], [-0.73, -0.23, 6.06], [-2.27, 1.52, 5.74], [-2.36, 1.27, 3.98], [-1.57, 3.88, 5.70], [-2.08, 3.73, 4.01], [-0.48, 4.37, 4.38], [0.27, 2.02, 6.44], [1.17, 2.97, 5.24], [1.94, 1.08, 4.07], [1.75, 0.34, 5.68], [3.74, 0.23, 1.13], [4.18, -0.32, -1.24], [3.47, -1.68, -3.14], [-0.64, -2.45, -4.76], [-2.94, -1.56, -4.42], [1.04, 0.99, -2.82], [-3.25, 2.94, -3.06], [-3.32, 2.11, -1.46], [0.27, -1.99, -1.61]], "homo_energy_ev": -7.4, "smiles": "Cc1cc(N2CCN(C)CC2)nc2ccc(NC(=O)c3ccc4c(c3)OCO4)cc12"}

---

On energetic grounds, arrangement b is preferred over the next structure by 0.0103 hartree.